1.
Formula: C36H36F6N6O6S2Ti
Source: the Open Molecules 2025 dataset
Level of theory: ωB97M-V with the def2-TZVPD basis set

Geometry as XYZ:
```
93
Properties=species:S:1:pos:R:3:forces:R:3
Ti -0.218363 -0.227223 -0.008141 1.092 0.312 -0.070
C 1.068511 4.331362 -0.272306 0.262 -0.139 0.051
C 1.682818 3.480622 -1.377540 -0.336 -0.006 0.170
C 0.931750 2.176567 -1.697094 0.106 0.422 -0.379
N 1.192721 1.087246 -0.768476 0.855 -0.217 -0.031
C 2.428839 0.652765 -0.627439 -0.056 0.107 0.434
C 3.522609 1.004874 -1.448132 0.033 -0.061 -0.198
C 4.876402 0.880245 -1.219375 -0.085 0.080 0.124
C 5.527763 0.485698 -0.059759 0.256 -0.096 0.200
C 4.964397 -0.178443 1.018962 0.168 0.094 -0.370
C 3.692291 -0.705227 1.116336 -0.495 0.116 0.069
C 2.561191 -0.486771 0.301534 0.618 0.057 -0.325
N 1.485666 -1.257681 0.289254 0.649 -0.489 -0.231
C 1.621157 -2.658874 0.664265 -0.056 -0.565 0.302
C 0.839314 -3.067459 1.920318 -0.125 0.213 -0.294
C -0.606641 -2.558280 1.830339 0.131 -0.643 0.238
N -0.565313 -1.114340 1.813429 -0.186 0.187 0.262
C -0.392362 -0.452440 2.948516 -0.059 0.099 0.155
C -0.637686 -1.015596 4.222525 -0.120 -0.211 -0.312
C -0.458596 -0.535194 5.501853 0.237 0.348 0.058
C 0.074550 0.674221 5.923180 -0.027 -0.132 0.126
C 0.445551 1.725498 5.105166 -0.103 -0.150 -0.009
C 0.340184 1.859271 3.733072 0.103 0.062 -0.036
C -0.055327 0.956521 2.726014 -0.056 0.090 -0.210
N -0.147316 1.313547 1.446254 -0.050 -0.567 0.754
C -0.309845 2.734648 1.171224 0.195 0.090 -0.102
C 0.973910 3.592648 1.062301 -0.171 0.024 -0.148
H 0.077438 4.677440 -0.567668 -0.122 0.081 -0.038
H 1.690980 5.220816 -0.152486 -0.028 0.036 0.001
H 2.708017 3.240142 -1.092387 0.016 0.092 -0.104
H 1.720611 4.075822 -2.291444 0.063 -0.044 -0.081
H 1.213292 1.872873 -2.715425 -0.164 -0.029 0.159
H -0.147721 2.354348 -1.710854 0.106 -0.011 -0.125
H 3.247909 1.411666 -2.414105 -0.039 0.087 0.003
H 5.519340 1.195276 -2.032963 -0.037 0.113 -0.018
H 6.595526 0.657827 -0.019295 0.021 0.000 -0.005
H 5.636774 -0.412648 1.835158 -0.002 -0.037 0.038
H 3.510327 -1.345562 1.972507 -0.020 -0.021 -0.047
H 2.679976 -2.922043 0.797344 -0.231 0.118 -0.139
H 1.239634 -3.245376 -0.181668 0.067 0.085 0.116
H 1.312796 -2.645015 2.813960 -0.055 -0.093 0.006
H 0.849287 -4.155662 1.994098 0.045 -0.014 0.047
H -1.210862 -2.959732 2.653478 0.048 0.105 -0.258
H -1.050844 -2.897854 0.898469 0.041 -0.018 0.453
H -1.078416 -2.001406 4.198592 0.063 -0.039 -0.044
H -0.748899 -1.216150 6.293926 -0.027 -0.046 -0.030
H 0.207146 0.803886 6.988693 -0.013 0.037 0.033
H 0.866543 2.583054 5.615958 -0.011 0.082 -0.018
H 0.701042 2.807655 3.365460 -0.037 0.044 -0.061
H -0.953175 3.156439 1.958292 -0.009 -0.110 -0.247
H -0.870659 2.811136 0.235226 0.071 0.080 0.122
H 1.856570 2.960708 1.184795 0.009 0.013 0.125
H 0.976982 4.336951 1.861789 0.039 -0.096 0.084
C -0.105703 -0.372964 -5.364873 0.044 0.137 0.167
C -1.264077 -0.008540 -4.703970 0.216 0.009 0.025
C -1.254796 0.050003 -3.317863 -0.325 0.386 -0.142
N -0.186815 -0.244914 -2.582800 0.014 0.051 -0.019
C 0.912201 -0.635312 -3.224889 0.297 0.201 -0.176
C 1.010789 -0.685435 -4.604656 -0.083 0.324 0.165
H -0.066876 -0.426022 -6.443076 -0.018 -0.005 -0.068
H -2.168555 0.231756 -5.239948 -0.087 0.025 -0.021
H -2.133145 0.385617 -2.782474 0.019 -0.124 -0.051
H 1.758854 -0.905402 -2.605880 0.048 -0.069 0.017
H 1.931874 -0.997920 -5.067539 0.078 -0.081 -0.004
F -3.108223 -4.284121 -0.092195 -0.096 0.253 -0.087
C -2.124567 -4.404065 -0.999277 -0.370 -0.297 0.501
F -2.513496 -5.316248 -1.882375 -0.007 0.264 -0.113
F -1.077337 -4.871837 -0.324987 0.129 0.163 0.028
S -1.887658 -2.680813 -1.781942 -0.876 -1.170 0.316
O -0.767330 -2.154103 -1.016785 0.578 0.080 0.580
O -3.135166 -2.038359 -1.556230 -0.293 0.227 -0.306
N -1.613753 -2.915738 -3.298712 0.122 0.070 0.111
S -0.382444 -3.848270 -3.663273 0.170 -0.738 -0.681
O 0.633002 -3.220476 -4.442687 -0.097 -0.063 -0.278
O 0.039546 -4.618501 -2.535676 0.337 -0.464 0.099
C -1.176493 -5.007347 -4.922357 -0.010 0.113 -0.220
F -0.233010 -5.450274 -5.756589 0.119 0.060 0.184
F -1.780584 -6.067836 -4.401008 0.062 0.119 0.341
F -2.070919 -4.331034 -5.641591 -0.054 0.140 -0.025
O -3.204974 1.584809 -1.535913 0.250 -0.308 0.457
C -2.816569 1.178015 -0.454810 -1.615 1.643 -0.313
O -1.892123 0.286451 -0.303415 -1.106 -0.164 -0.691
C -3.317430 1.813054 0.812488 0.045 -0.159 0.110
C -3.165244 1.200029 2.051685 -0.027 -0.058 -0.175
C -3.472986 1.897495 3.207716 -0.023 -0.088 0.090
C -3.952176 3.196111 3.131486 -0.037 0.012 0.029
C -4.149758 3.791842 1.895664 -0.008 0.020 -0.018
C -3.832951 3.103007 0.740187 0.033 -0.121 -0.111
H -2.805221 0.179899 2.098986 0.048 0.065 0.008
H -3.327648 1.429292 4.171038 -0.016 -0.049 0.072
H -4.186754 3.743508 4.032576 0.000 0.018 0.100
H -4.540864 4.795879 1.831113 -0.032 0.098 0.012
H -3.958414 3.555968 -0.230880 -0.005 0.040 -0.108
```
Forces are in eV/Å.

Computed properties:
relative energy (zero: lowest compared OMol25 entry of this formula, charge and spin): 140.7 kJ/mol
multiplicity: 1
Kohn-Sham gap: 6.7562 eV
LUMO: -0.752 eV

2.
Formula: C36H36FMoN8O4S
Source: the Open Molecules 2025 dataset
Level of theory: ωB97M-V with the def2-TZVPD basis set

Geometry as XYZ:
```
87
Properties=species:S:1:pos:R:3:forces:R:3
Mo 0.347042 -0.173203 0.042519 0.008 0.053 0.118
S -0.347451 -0.720459 2.175898 0.012 -0.044 -0.007
C -0.133102 -2.466809 2.179041 0.024 0.001 -0.110
N -0.298657 -3.240074 3.226619 -0.008 -0.023 0.006
N -0.573554 -2.732840 4.365584 0.001 0.028 0.036
C -0.761095 -3.528185 5.523147 -0.005 -0.028 0.020
C -0.683043 -4.912253 5.464386 0.008 -0.010 -0.022
C -0.871047 -5.635555 6.629834 -0.003 -0.005 0.009
C -1.134035 -4.989790 7.831499 0.000 0.005 -0.008
C -1.210107 -3.605230 7.871114 -0.001 -0.013 0.011
C -1.023225 -2.866848 6.714315 -0.002 0.030 -0.005
N 0.172855 -3.133649 1.039274 -0.027 -0.042 0.055
N 0.400108 -2.420549 0.024815 0.060 0.144 -0.047
C 0.672865 -3.175115 -1.169386 -0.045 -0.057 0.031
C 1.691409 -2.758682 -2.014598 0.008 0.025 0.019
C 1.951239 -3.482809 -3.167117 0.009 -0.014 -0.018
C 1.192740 -4.604802 -3.472634 -0.007 0.003 0.002
C 0.173700 -5.009298 -2.620638 0.012 0.011 -0.001
C -0.090427 -4.296065 -1.463424 -0.003 -0.005 -0.013
H -0.658965 -1.723754 4.473099 0.000 0.006 -0.001
H -0.478398 -5.406125 4.525406 -0.002 0.004 0.003
H -0.812211 -6.715034 6.598178 0.000 0.003 -0.002
H -1.279954 -5.566263 8.734627 0.001 0.004 -0.003
H -1.414494 -3.096552 8.803239 0.000 0.000 -0.006
H -1.080214 -1.784265 6.739246 -0.001 -0.009 0.001
H 2.288695 -1.889432 -1.767621 0.003 -0.009 -0.014
H 2.753027 -3.173224 -3.824300 -0.001 0.001 0.004
H 1.395496 -5.164212 -4.376021 0.002 0.000 0.002
H -0.422355 -5.879021 -2.861660 0.000 0.001 0.006
H -0.890504 -4.588811 -0.797879 -0.001 0.003 0.001
C 3.917554 3.879860 -2.310716 -0.052 0.018 0.037
N 2.969633 3.421664 -1.309630 0.088 -0.071 -0.007
C 3.483413 3.612326 0.035792 0.004 -0.003 -0.052
C 2.356516 2.121042 -1.561618 -0.088 0.088 -0.023
C 3.027269 0.953643 -0.875731 0.112 -0.080 0.063
C 4.365619 0.664853 -1.139317 0.069 -0.005 0.004
C 5.039739 -0.341098 -0.465302 0.017 0.048 -0.056
C 4.393668 -1.101236 0.500806 -0.102 0.004 0.054
C 3.054074 -0.867661 0.756077 0.133 -0.007 -0.008
C 2.368909 0.149698 0.069000 -0.195 0.026 -0.010
H 4.082829 4.950478 -2.181243 -0.001 0.000 0.003
H 3.510797 3.721858 -3.308612 0.002 -0.004 -0.005
H 4.901107 3.390662 -2.242979 -0.001 -0.002 -0.017
H 3.592203 4.679848 0.232427 0.011 -0.002 0.006
H 4.463320 3.136426 0.191195 0.000 0.016 0.022
H 2.793945 3.196965 0.769705 -0.019 0.002 0.001
H 2.325570 1.962643 -2.640554 0.019 -0.029 0.002
H 1.311995 2.159094 -1.250978 0.037 -0.008 -0.009
H 4.890755 1.245649 -1.886417 -0.011 0.002 0.004
H 6.080533 -0.533245 -0.692154 -0.006 0.007 -0.008
H 4.925195 -1.873617 1.039968 -0.013 -0.003 0.004
H 2.546926 -1.475019 1.495316 0.009 -0.016 0.017
F -5.595553 1.782946 -3.237135 -0.009 0.004 0.003
C -4.278201 1.975319 -3.264317 0.004 -0.027 -0.043
C -3.440563 0.991923 -3.593072 0.051 -0.002 0.019
N -2.067449 1.182948 -3.615922 -0.050 0.003 -0.032
C -1.187268 0.047258 -3.879189 0.083 0.058 0.043
C -1.118684 -0.771684 -2.597540 -0.025 -0.001 -0.130
O -1.957764 -1.579312 -2.298348 0.003 -0.046 0.066
O -0.113894 -0.416975 -1.804951 -0.074 -0.048 -0.191
C -1.496323 2.388226 -3.248321 0.036 -0.015 0.074
O -0.296940 2.557250 -3.169421 -0.014 0.004 -0.016
N -2.402654 3.386194 -2.967408 -0.019 0.012 -0.015
C -3.794817 3.311138 -2.925226 -0.015 0.012 0.069
O -4.476622 4.256222 -2.618205 0.008 0.008 -0.053
H -3.791753 0.001536 -3.846162 -0.005 -0.010 0.011
H -0.212530 0.436523 -4.156322 0.001 -0.010 -0.003
H -1.604901 -0.553274 -4.683158 -0.032 -0.036 0.021
H -1.997767 4.272271 -2.697077 0.003 0.010 -0.016
C -3.212075 0.212090 0.133764 0.054 -0.041 0.020
C -2.881520 1.672976 0.216132 -0.065 0.034 -0.049
C -3.920306 2.594332 0.237072 0.035 -0.044 0.007
C -3.671869 3.950986 0.346884 0.004 0.061 0.035
C -2.370005 4.424080 0.449755 -0.053 0.010 -0.014
C -1.293631 3.555379 0.425894 -0.018 -0.083 -0.020
C 0.109444 4.065884 0.536040 0.004 0.020 0.011
C -1.563500 2.173249 0.294679 0.028 0.131 0.058
N -0.491816 1.312096 0.205285 -0.017 -0.061 0.050
H -4.159919 0.069662 -0.384142 0.000 0.012 0.007
H -3.312185 -0.216356 1.132393 -0.007 0.010 0.026
H -2.467263 -0.380863 -0.394975 -0.007 0.005 -0.016
H -4.940327 2.239594 0.157211 0.002 -0.007 -0.004
H -4.500091 4.646857 0.343483 0.016 -0.001 -0.009
H -2.188626 5.487175 0.546025 0.007 -0.008 0.002
H 0.105221 5.135244 0.739662 -0.001 -0.005 0.018
H 0.674589 3.906185 -0.383999 0.003 0.014 0.006
H 0.639632 3.567001 1.349001 0.012 -0.009 -0.023
```
Forces are in eV/Å.

Computed properties:
relative energy (zero: lowest compared OMol25 entry of this formula, charge and spin): 0.0 kJ/mol
multiplicity: 1
Kohn-Sham gap: 6.1713 eV
charge: +1
LUMO: -4.482 eV

Q: relative energy (zero: lowest compared OMol25 entry of this formula, charge and spin) of number 2 (C36H36FMoN8O4S)?
A: 0.0 kJ/mol

Q: Which value of multiplicity does entry 1 give?
A: 1